Density functional theory data (the ωB97M-V functional and the def2-TZVPD basis) for a structure of composition C33H47IN4O3SSe2SrTe in a non-equilibrium geometry.

CARTESIAN COORDINATES (ANGSTROEM)
Sr -16.9477 5.0866 11.6946
O -16.4470 2.6537 9.9375
C -17.6467 2.9446 9.7025
O -18.5987 3.1064 10.6273
C -18.0849 3.1720 8.2641
C -18.6627 2.1471 7.5024
C -18.9247 2.2625 6.1216
C -18.6037 3.4403 5.4960
C -18.0755 4.5345 6.1954
C -17.8472 4.4593 7.5824
S -17.3526 5.9259 8.3830
H -18.8695 1.2087 8.0146
H -19.3257 1.4285 5.5433
H -18.7955 3.5639 4.4397
H -17.8532 5.4358 5.6314
C -22.7882 1.3215 11.3195
Se -21.0866 2.2203 10.9509
C -21.7105 4.0075 10.3855
C -21.9986 4.9927 11.5158
Se -20.4416 6.0196 12.1795
C -20.3187 7.3253 10.7502
H -23.4677 1.3418 10.4583
H -23.2514 1.7302 12.2132
H -22.4864 0.2835 11.4848
H -22.5823 3.8855 9.7453
H -20.8820 4.3572 9.7605
H -22.3548 4.4923 12.4251
H -22.7247 5.7564 11.2223
H -21.2893 7.4852 10.2617
H -19.5761 6.9693 10.0270
H -20.0346 8.2434 11.2640
C -16.3545 9.3409 9.7569
Te -16.1178 8.2614 11.6461
C -13.9602 8.2900 11.5691
H -16.1148 8.6437 8.9705
H -15.7479 10.2290 9.7653
H -17.4103 9.5802 9.7271
H -13.6888 9.3139 11.7481
H -13.6577 7.9719 10.5890
H -13.6296 7.6321 12.3664
N -15.9756 5.6709 14.2184
C -15.0866 6.1429 14.8509
C -13.9523 6.7168 15.4783
C -13.8922 8.0954 15.8202
C -12.6980 8.6295 16.2771
C -11.5829 7.8162 16.3980
C -11.6145 6.4814 16.0598
C -12.7745 5.9264 15.5997
H -14.7873 8.6963 15.7024
H -12.6323 9.7028 16.5094
H -10.6595 8.2750 16.7772
H -10.7062 5.8451 16.1566
H -12.8175 4.8551 15.3504
N -20.2607 4.2422 14.3505
H -20.9250 4.7873 14.8873
H -19.3911 4.2678 14.8373
H -20.6116 3.3043 14.2438
C -20.6177 9.2388 15.3580
C -19.0850 9.0822 15.4656
C -18.3616 10.3578 15.0227
C -18.6225 8.6298 16.8552
C -18.7104 8.0184 14.5073
N -18.3136 7.2038 13.7421
H -20.9725 10.0412 15.9932
H -21.1678 8.3567 15.6919
H -20.9244 9.4831 14.3368
H -18.5725 11.2002 15.6985
H -18.6822 10.6506 14.0276
H -17.2770 10.2511 15.0172
H -18.8004 9.4345 17.5769
H -17.5617 8.4473 16.8388
H -19.1429 7.7481 17.2070
I -13.2976 1.2362 15.1727
C -15.2731 1.4996 14.3773
C -16.2285 0.4927 14.5024
C -17.4713 0.6874 13.9266
C -17.7024 1.8628 13.2466
N -16.8154 2.8567 13.1716
C -15.6129 2.6835 13.7380
H -16.0078 -0.4160 15.0595
H -18.2586 -0.0686 13.9518
H -18.6474 2.0237 12.7107
H -14.8812 3.4591 13.6306
C -12.3760 3.8971 11.4725
C -13.6322 4.5293 10.8675
C -13.6097 4.6725 9.3535
O -14.5921 4.8760 11.5667
H -11.4841 4.2941 11.0095
H -12.4204 2.8349 11.1859
H -12.4175 3.9767 12.5720
H -12.5671 4.6878 9.0425
H -14.1606 5.5203 9.0157
H -14.0978 3.8008 8.8897

The total energy comes out at -204845.0725 eV.